A cluster of 2 separate species, C5H11NO in total at a distorted geometry, computed with the ωB97M-V functional and the def2-TZVPD basis.

The HOMO energy is -8.059 eV. The value obtained for the LUMO energy is 0.83 eV. As for the spin multiplicity: 1. The HOMO-LUMO gap comes out at 0.3266 Ha. As for the SMILES: C=C/C(C)=C/N.O. The energy above the lowest of the compared OMol25 structures with the same formula, charge and spin is 247.47 kJ/mol.

Last column: natural (NBO) charge in e.
Cartesian coordinates (Å):
H1 -0.78 0.94 -2.03  0.20
H2 2.17 0.46 -2.27  0.18
H3 -0.99 0.67 1.55  0.23
C1 1.26 1.01 -2.51  -0.41
N1 0.63 -1.39 1.30  -0.84
H4 -1.52 1.63 0.18  0.22
H5 -0.01 2.07 1.07  0.22
H6 -2.72 -1.47 0.91  0.46
H7 -1.38 -1.99 1.38  0.49
H8 1.58 -1.09 -0.57  0.19
O1 -2.25 -1.71 1.71  -0.96
C2 0.24 0.93 -1.64  -0.18
H9 0.46 -0.87 2.15  0.38
H10 1.40 1.68 -3.34  0.21
C3 -0.64 1.26 0.70  -0.64
C4 0.26 0.48 -0.23  -0.12
H11 1.45 -1.93 1.55  0.37
C5 0.84 -0.68 0.10  0.00

=====

A structure of composition C41H50N4O6SiTi at a distorted geometry, computed with the ωB97M-V functional and the def2-TZVPD basis.

As for the charge: +1. As for the expectation value of S²: 0.776. The HOMO energy (spin up / spin down) is -10.423 / -10.836 eV. The value obtained for the LUMO energy (spin up / spin down) is -2.03 / -4.22 eV. As for the spin multiplicity: 2. The HOMO-LUMO gap (spin up / spin down) comes out at 0.3086 / 0.2430 Ha.

Last column: Löwdin spin population.
Cartesian coordinates (Å):
C1 -2.71 3.71 -1.90  0.00
C2 1.65 -2.01 1.91  0.00
H1 -1.53 -0.18 1.25  0.00
C3 -0.45 -0.34 3.90  0.00
H2 6.98 1.99 1.90  0.00
H3 -0.84 0.86 -4.28  0.00
C4 -1.80 0.25 0.29  0.00
C5 -0.09 3.28 1.24  0.00
H4 3.32 1.07 -0.11  0.00
H5 -0.25 4.35 1.38  0.00
H6 -1.34 1.85 2.32  0.00
C6 5.60 -2.40 -0.64  0.00
C7 -3.71 -1.12 -2.97  0.00
C8 0.16 2.02 5.20  0.00
H7 3.74 0.28 4.08  0.00
H8 -0.73 -0.76 -2.77  0.02
C9 -4.77 -2.98 -0.07  0.00
H9 3.43 -4.67 3.07  0.00
C10 3.36 0.60 1.99  0.00
H10 1.86 2.17 -3.73  0.00
C11 -1.40 2.50 1.44  0.00
C12 1.15 1.37 -3.48  0.00
H11 0.67 2.94 1.94  0.00
H12 5.61 1.95 -0.17  0.00
H13 6.03 1.16 4.02  0.00
O1 -1.84 4.07 -0.85  0.00
C13 5.43 1.13 3.11  0.00
H14 -0.68 -1.29 3.42  0.00
H15 -3.99 -3.54 -0.59  0.00
H16 6.16 -2.30 0.28  0.00
H17 -2.74 2.61 -3.73  0.00
C14 0.63 -2.72 1.29  0.00
H18 -8.06 -2.07 -0.73  0.00
H19 -0.84 5.77 -0.38  0.00
C15 5.97 1.60 1.92  0.00
H20 -7.32 -2.50 0.82  0.00
N1 -4.92 -1.26 -2.39  0.00
H21 1.34 4.84 -0.55  0.00
C16 2.64 -4.12 2.57  0.00
H22 -2.27 3.15 1.51  0.00
C17 -7.12 -2.08 -0.17  0.00
H23 3.47 -2.22 3.04  0.00
C18 -5.78 -2.43 -2.32  0.00
H24 -0.29 2.49 -4.68  0.00
C19 0.94 -1.69 -1.90  0.09
C20 4.17 -2.60 -3.02  0.04
O2 0.44 3.04 -0.07  0.01
H25 -3.28 4.58 -2.25  0.00
H26 6.03 -3.14 -3.92  0.00
H27 0.90 3.75 -1.88  0.00
H28 -1.54 1.60 6.43  0.00
H29 -0.17 -2.18 0.79  0.00
H30 -1.11 -1.80 -1.30  0.01
C21 0.64 0.41 3.45  0.00
N2 -4.26 0.71 -2.06  0.00
H31 0.41 2.94 5.72  0.00
Ti1 -0.08 0.96 -0.80  0.13
C22 0.94 1.59 4.14  0.00
H32 7.31 -2.96 -1.81  0.00
H33 -3.20 -1.90 -3.51  0.00
C23 -0.28 1.72 -3.90  0.00
O3 1.18 1.16 -2.11  0.01
H34 -6.81 -1.04 -0.04  0.00
C24 4.14 0.64 3.14  0.00
H35 3.73 -1.86 0.27  0.00
H36 -1.54 3.91 -3.72  0.00
C25 0.60 -4.11 1.30  0.00
C26 -1.24 0.08 4.95  0.00
C27 -2.00 3.12 -3.11  0.00
H37 -6.70 -2.20 -2.86  0.00
H38 -4.39 -1.99 0.16  0.00
C28 0.56 4.18 -0.94  0.00
H39 -3.40 2.99 -1.48  0.00
C29 2.12 -1.98 -1.85  0.27
O4 -0.96 2.21 -2.74  0.00
O5 0.92 0.43 0.58  0.00
Si1 1.65 -0.14 1.97  0.00
H40 1.49 0.47 -4.01  0.00
H41 -2.81 0.04 -0.05  0.00
C30 -0.94 1.27 5.60  0.00
C31 4.24 -2.15 -0.64  0.04
N3 -5.23 -0.09 -1.83  0.00
H42 -6.45 -3.92 -1.00  0.00
C32 2.65 -2.74 2.55  0.00
H43 -5.25 -3.21 -2.86  0.00
H44 -0.20 -4.64 0.80  0.00
H45 -0.80 5.39 -2.09  0.00
C33 6.24 -2.76 -1.82  0.04
O6 -1.60 1.66 0.29  0.00
H46 3.61 -2.67 -3.94  0.00
H47 1.80 2.18 3.85  0.00
C34 5.20 1.58 0.76  0.00
C35 -0.37 -1.27 -1.88  0.32
C36 1.61 -4.81 1.93  0.00
C37 3.52 -2.25 -1.83  0.03
N4 -3.29 0.11 -2.76  0.00
H48 1.61 -5.89 1.94  0.00
C38 3.91 1.08 0.80  0.00
C39 -6.06 -2.90 -0.88  0.00
H49 -4.96 -3.49 0.88  0.00
C40 -0.77 4.94 -1.10  0.00
H50 -2.08 -0.52 5.28  0.00
C41 5.53 -2.86 -3.01  0.00